Density functional theory data (ωB97M-V/def2-TZVPD) for C18H36AuBrNO5Si as an isolated structure in a non-equilibrium geometry.

```
63
C18H36AuBrNO5Si, DFT ωB97M-V/def2-TZVPD
Au 0.034 -0.525 0.818
O -2.195 0.247 -0.001
C -2.013 1.420 -0.792
C -1.309 2.550 -0.040
N 0.127 2.372 0.158
C 0.659 2.794 1.417
C 0.163 1.939 2.670
O 0.222 2.497 3.731
O -0.277 0.759 2.407
C 0.985 2.337 -0.939
C 2.078 1.064 -0.993
O 2.893 1.219 -1.855
O 1.914 0.156 -0.136
H -2.811 0.428 0.720
H -1.439 1.099 -1.662
H -2.980 1.783 -1.145
H -1.478 3.484 -0.586
H -1.769 2.650 0.944
H 1.746 2.730 1.414
H 0.353 3.814 1.663
H 0.439 2.267 -1.876
H 1.674 3.182 -0.951
C -2.551 -5.409 -1.459
C -1.944 -5.560 -0.058
C -2.127 -7.011 0.420
C -2.715 -4.609 0.870
Si -0.049 -5.201 -0.055
Br -0.087 -2.503 -0.508
C 0.934 -5.685 -1.647
C 2.429 -5.393 -1.462
C 0.728 -7.192 -1.874
C 0.460 -4.907 -2.882
C 0.876 -5.343 1.626
C 2.065 -4.374 1.720
C 1.384 -6.790 1.769
C -0.053 -5.039 2.810
H -3.626 -5.588 -1.395
H -2.144 -6.132 -2.166
H -2.403 -4.399 -1.842
H -3.190 -7.262 0.387
H -1.784 -7.149 1.446
H -1.595 -7.720 -0.217
H -3.778 -4.857 0.814
H -2.595 -3.573 0.552
H -2.415 -4.697 1.911
H 2.878 -6.009 -0.684
H 2.600 -4.339 -1.238
H 2.945 -5.619 -2.398
H 0.990 -7.784 -0.994
H 1.372 -7.511 -2.695
H -0.302 -7.422 -2.151
H 0.739 -3.857 -2.809
H -0.615 -4.961 -3.035
H 0.944 -5.328 -3.766
H 2.825 -4.571 0.967
H 2.531 -4.484 2.701
H 1.741 -3.338 1.619
H 2.108 -7.050 0.997
H 0.566 -7.513 1.726
H 1.876 -6.896 2.738
H -0.461 -4.028 2.751
H 0.523 -5.111 3.735
H -0.874 -5.751 2.882
```

## Properties
DFT total energy   -112582.20046 eV
<S²>   2.012
Gap between HOMO and LUMO (alpha / beta)   9.5 / 6.3 eV
2S+1   3
HOMO level (alpha / beta)   -12.69 / -12.57 eV
Lowest unoccupied orbital energy (alpha / beta)   -3.158 / -6.264 eV
Net charge   +1